52
Properties=species:S:1:pos:R:3:forces:R:3:lowdin_spin:R:1 method="wB97M-V/def2-TZVPD" relative_energy_kj_mol=0.0 charge=+1 s_squared=6.04 spin_multiplicity=5 lumo_energy_ev="-3.91 / -5.82" homo_energy_ev="-10.8 / -10.8" total_energy_ha=-4306.47497
Co -0.20617 -0.29710 -0.16268 1.19 0.33 -0.57 2.76
Cl -4.02713 -3.38015 -1.10204 0.28 -0.39 -0.11 0.06
C -4.06544 -1.75810 -0.64320 -0.18 -0.05 -0.16 0.16
C -5.27686 -1.09642 -0.66613 1.13 1.12 0.42 -0.02
C -5.32560 0.23215 -0.22862 -1.39 -1.48 -0.40 0.21
Cl -6.87544 0.93384 -0.22761 -0.06 0.42 0.07 0.09
C -4.21130 0.90719 0.27010 2.20 0.56 0.58 0.01
C -4.21595 2.14490 0.91777 -0.68 0.50 0.24 0.03
C -3.03670 2.72019 1.34805 -0.23 0.15 -0.10 0.00
C -1.83237 2.06374 1.12484 0.44 -0.78 -0.61 0.03
N -1.77217 0.85444 0.53007 -1.32 1.12 0.44 0.04
C -2.92736 0.29599 0.15404 -1.24 -0.11 0.15 0.06
C -2.84741 -1.07961 -0.31685 2.07 -0.42 -0.72 0.10
O -1.67774 -1.58613 -0.48682 -2.71 0.12 0.21 0.29
H -6.15196 -1.56907 -1.03890 -0.55 -0.36 -0.10 0.00
H -5.17479 2.63444 1.11942 0.41 -0.08 -0.20 0.00
H -3.05135 3.70021 1.82110 0.06 -0.31 -0.02 0.00
H -0.87519 2.49689 1.40519 -0.18 -0.15 -0.04 0.00
Cl 1.96613 4.03758 -2.05640 -0.57 -0.63 -0.21 0.00
C 0.68842 2.93360 -2.78722 0.01 0.43 0.25 0.00
C 0.96073 1.44681 -2.44741 1.03 1.01 -0.68 0.01
O 1.99519 0.92864 -2.90402 -0.91 0.03 0.58 0.01
O 0.06117 0.92957 -1.72735 -0.49 -0.40 0.36 0.04
H 0.75825 3.11313 -3.87080 -0.20 -0.12 0.50 0.00
H -0.27699 3.25075 -2.34089 0.70 -0.16 -0.53 0.00
C 2.26678 2.56615 2.44581 -0.98 0.33 -0.24 0.00
P 2.26652 0.99931 1.55372 -1.49 0.09 -0.59 0.01
C 3.35080 1.26869 0.12428 -0.11 -0.01 0.20 0.00
C 2.97941 -0.27090 2.56916 -0.12 -0.29 -0.14 0.00
O 0.77975 0.60090 1.27073 2.50 1.01 0.63 0.05
H 3.22859 2.75006 2.90557 0.15 0.00 0.30 0.00
H 1.43255 2.54199 3.18561 0.79 0.03 -0.33 0.00
H 2.07305 3.40695 1.74178 0.06 -0.64 0.33 0.00
H 4.40544 1.38894 0.42447 -0.43 -0.18 0.12 0.00
H 3.05777 2.18697 -0.37794 -0.14 0.12 -0.05 0.00
H 3.26426 0.47062 -0.60892 0.01 -0.18 0.03 0.00
H 3.90801 0.05637 3.02089 0.18 -0.05 0.13 0.00
H 3.15340 -1.13734 1.91724 0.03 0.11 0.27 0.00
H 2.23300 -0.52964 3.32473 0.23 -0.03 0.03 0.00
N 1.53402 -1.77186 -2.55006 0.08 -0.07 0.23 0.00
C 1.43570 -2.50680 -1.40996 0.08 0.03 -0.03 0.00
C 1.72321 -3.91418 -1.43852 0.03 -0.08 -0.06 0.00
C 1.72068 -4.64888 -0.27503 -0.72 0.81 0.67 0.00
C 1.27101 -4.01203 0.93377 0.53 0.51 -0.72 0.00
C 0.98107 -2.65691 0.87069 -0.30 -0.64 0.07 0.01
N 1.05057 -1.90035 -0.24919 0.84 -1.02 -1.08 0.04
H 1.87145 -2.25743 -3.36417 -0.02 -0.19 0.06 0.00
H 1.70074 -0.73972 -2.62398 -0.24 -0.52 0.51 0.00
H 1.92276 -4.40908 -2.40336 0.12 0.47 0.58 0.00
H 2.01525 -5.70150 -0.26399 -0.22 0.37 -0.09 0.00
H 1.18236 -4.54887 1.87206 0.06 0.08 -0.18 0.00
H 0.58988 -2.08898 1.72094 0.27 -0.44 0.02 0.00

49
Properties=species:S:1:pos:R:3:forces:R:3:lowdin_spin:R:1 method="wB97M-V/def2-TZVPD" charge=+2 s_squared=8.81 spin_multiplicity=6 lumo_energy_ev="-5.39 / -9.65" homo_energy_ev="-12.8 / -14.9" total_energy_ha=-3648.86731
Ir 0.54607 -0.13977 0.04497 -0.37 1.68 -0.27 2.61
C 1.89574 -0.53091 3.02406 0.19 -0.47 -0.09 0.01
C 1.99807 -1.88565 2.31279 -0.11 0.32 0.32 0.01
N 2.15534 -1.76457 0.85062 -0.38 -0.16 -0.46 0.09
C 3.51596 -1.55804 0.33636 0.34 0.20 -0.10 0.01
C 4.08436 -0.16482 0.57832 -0.18 0.19 -0.22 0.01
S 2.93182 1.18829 0.10297 -0.10 -0.25 0.32 0.17
C 2.70984 2.08428 1.68953 -0.06 -0.11 -0.26 0.01
C 1.39369 1.79862 2.41726 0.16 0.40 -0.03 0.02
N 0.98489 0.39307 2.32238 -0.61 -0.18 -0.21 0.13
H 2.87923 -0.07160 3.09904 -0.07 0.07 -0.05 0.00
H 1.56154 -0.70746 4.05176 0.02 0.08 -0.11 0.00
H 1.07724 -2.44361 2.48989 0.05 -0.05 -0.03 0.00
H 2.82460 -2.44669 2.76208 -0.07 -0.05 -0.11 0.00
H 1.84561 -2.64793 0.45497 -0.05 0.03 0.01 0.00
H 3.47633 -1.73619 -0.74119 0.00 -0.06 0.09 0.00
H 4.22038 -2.27929 0.77212 -0.15 0.01 -0.07 0.00
H 4.97033 -0.03834 -0.04667 -0.04 -0.03 0.10 0.00
H 4.38773 -0.01515 1.61042 0.00 0.05 0.03 0.00
H 2.74911 3.14303 1.43496 0.05 -0.03 0.07 0.00
H 3.57931 1.86422 2.30645 0.02 0.04 -0.06 0.00
H 0.59778 2.40730 1.98390 0.07 -0.10 0.08 0.00
H 1.52484 2.10334 3.46457 -0.11 -0.05 -0.11 0.00
H 0.04968 0.30512 2.71886 0.17 0.04 0.04 0.00
C -1.21671 -1.79866 0.47401 -0.27 -0.24 0.01 0.32
C -2.29745 -1.27856 -0.27289 0.30 -0.09 0.16 0.15
C -3.29318 -0.46506 0.34323 -0.22 0.21 0.01 0.14
C -4.45514 -0.15149 -0.31301 0.16 0.14 0.32 0.01
C -4.66232 -0.57622 -1.62802 0.07 0.01 -0.02 0.22
C -3.66261 -1.29316 -2.28961 0.26 -0.16 -0.06 0.01
C -2.50333 -1.63304 -1.64021 -0.10 -0.02 -0.23 0.14
H -0.72105 -2.66994 0.06380 0.07 -0.09 -0.01 0.02
H -1.32613 -1.77712 1.55121 0.06 0.00 0.11 0.02
H -3.13392 -0.13794 1.35910 -0.05 0.01 0.17 0.00
H -5.22121 0.41830 0.18913 -0.07 0.06 0.07 0.00
H -5.59124 -0.35633 -2.12909 -0.10 0.06 -0.06 0.01
H -3.82371 -1.61034 -3.30733 0.01 -0.06 -0.14 0.00
H -1.75510 -2.22995 -2.13813 0.10 -0.10 -0.09 0.00
Cl -1.57287 2.73547 0.29462 -0.05 0.11 0.34 0.06
C -1.33316 2.12254 -1.28062 -0.77 0.59 -0.48 0.10
C -0.43754 1.06157 -1.43354 0.84 -1.00 1.05 0.24
C -0.28893 0.56147 -2.72816 -0.23 0.20 -1.11 0.10
Cl 0.79464 -0.76556 -2.84289 0.26 -0.41 -0.39 0.10
C -0.95597 1.06348 -3.84125 0.49 -0.52 0.32 0.01
Cl -0.72793 0.39968 -5.39961 0.02 0.03 0.24 0.00
C -1.85214 2.13852 -3.64549 -0.23 0.09 -0.45 0.16
Cl -2.70220 2.78825 -4.96931 0.31 -0.24 0.45 0.09
C -2.05394 2.66116 -2.35445 0.23 0.02 0.98 0.01
Cl -3.16635 3.93569 -2.10194 0.16 -0.18 -0.06 0.00

44
Properties=species:S:1:pos:R:3:forces:R:3:nbo_charge:R:1 method="wB97M-V/def2-TZVPD" relative_energy_kj_mol=48.8 smiles="Cc1ccc(C(=O)N2CCN(c3cccc(Cl)c3)CC2)cc1C" lumo_energy_ev=0.66 homo_energy_ev=-7.9 total_energy_ha=-1381.58536
C 6.71263 1.81007 -0.00441 -0.03 -0.03 0.01 -0.63
C 5.46701 0.99258 -0.15378 -0.09 -0.02 -0.06 -0.04
C 4.59251 1.23517 -1.20470 0.01 0.00 0.02 -0.20
C 3.43420 0.49735 -1.36136 -0.07 -0.17 0.11 -0.21
C 3.13357 -0.51198 -0.45470 0.33 0.04 -0.11 -0.14
C 1.93820 -1.38789 -0.63755 -0.04 0.02 -0.08 0.67
O 2.04645 -2.59181 -0.78656 0.17 -0.21 0.10 -0.62
N 0.73122 -0.76387 -0.67448 -0.18 0.03 -0.11 -0.44
C 0.46842 0.57997 -0.21695 -0.06 0.33 0.41 -0.24
C -0.37607 0.51030 1.06817 0.16 0.25 -0.23 -0.22
N -1.60014 -0.22955 0.86493 0.17 -0.10 0.34 -0.45
C -2.75555 0.40354 0.44136 -0.37 0.23 -0.01 0.27
C -2.79672 1.76025 0.09643 0.23 -0.05 0.03 -0.31
C -3.98536 2.36887 -0.25732 -0.16 -0.07 0.00 -0.17
C -5.17357 1.66198 -0.29232 -0.06 0.04 0.00 -0.28
C -5.13832 0.32220 0.05679 0.22 0.13 -0.04 0.01
Cl -6.60550 -0.59788 0.04894 -0.16 -0.09 0.00 0.00
C -3.96521 -0.30382 0.42356 -0.02 -0.06 -0.08 -0.32
C -1.29960 -1.58024 0.43265 0.10 -0.16 -0.35 -0.22
C -0.47086 -1.54989 -0.85978 -0.15 -0.44 0.05 -0.24
C 4.01579 -0.77404 0.58489 -0.12 0.05 -0.11 -0.20
C 5.17385 -0.03035 0.75396 -0.10 0.00 -0.05 0.07
C 6.10034 -0.32956 1.89178 -0.01 0.03 -0.03 -0.65
H 6.72871 2.31345 0.96188 0.08 0.06 0.05 0.22
H 7.59586 1.17451 -0.05959 0.12 0.02 0.02 0.22
H 6.77779 2.56087 -0.78765 0.04 0.05 -0.02 0.22
H 4.82434 2.01518 -1.91610 0.04 0.07 -0.06 0.21
H 2.77296 0.69177 -2.19334 -0.09 0.04 -0.07 0.22
H 1.40566 1.10034 -0.02123 -0.15 -0.01 -0.04 0.23
H -0.08711 1.11604 -0.99580 0.07 0.04 0.05 0.20
H -0.59510 1.50738 1.44752 0.02 -0.03 0.03 0.21
H 0.20316 -0.02245 1.83156 0.01 0.09 -0.03 0.20
H -1.89824 2.35592 0.08963 0.10 0.01 0.00 0.21
H -3.98282 3.41551 -0.52307 0.00 0.09 -0.02 0.22
H -6.09958 2.13327 -0.57671 -0.11 0.02 -0.02 0.23
H -4.00206 -1.33932 0.71941 -0.02 -0.08 0.05 0.22
H -2.21132 -2.14648 0.26062 0.04 -0.01 0.06 0.22
H -0.72310 -2.07491 1.22111 -0.05 -0.04 -0.06 0.20
H -0.16624 -2.55786 -1.14548 -0.09 0.13 -0.02 0.25
H -1.06626 -1.10100 -1.66352 0.00 -0.04 0.04 0.19
H 3.78823 -1.57800 1.27005 0.00 -0.11 0.07 0.22
H 5.72177 -1.15458 2.48919 0.02 -0.04 0.06 0.22
H 6.21430 0.54284 2.53494 0.07 0.02 0.09 0.22
H 7.08869 -0.59674 1.51956 0.11 -0.02 0.05 0.22

48
Properties=species:S:1:pos:R:3:forces:R:3:nbo_charge:R:1 method="wB97M-V/def2-TZVPD" relative_energy_kj_mol=174.9 smiles="COc1ccc(S(=O)(=O)N(C)C)cc1NC(=O)Cc1c[nH]c2ccccc12" lumo_energy_ev=0.53 homo_energy_ev=-7.9 total_energy_ha=-1600.04661
C -4.59131 -3.00863 -0.89724 -0.28 -0.08 -0.09 -0.25
O -3.23575 -2.79784 -0.57570 0.45 0.27 0.14 -0.50
C -2.82060 -1.53802 -0.26826 0.18 0.02 0.08 0.30
C -3.63979 -0.41849 -0.23540 -0.01 -0.14 -0.05 -0.30
C -3.11285 0.82989 0.06864 -0.05 0.09 0.01 -0.18
C -1.76599 0.94375 0.33140 0.19 0.66 0.14 -0.37
S -1.01863 2.55328 0.56752 0.01 0.21 -0.23 2.33
O -2.01629 3.47537 1.02155 -0.26 -0.16 -0.22 -0.94
O 0.18400 2.41054 1.33669 0.02 -0.28 -0.17 -0.95
N -0.56158 3.03291 -0.96929 -0.21 -0.07 1.07 -0.65
C 0.50368 2.25617 -1.55108 0.39 -0.27 -0.03 -0.43
C -1.66385 3.32808 -1.84868 -0.41 0.13 -0.12 -0.43
C -0.93107 -0.15721 0.30479 -0.03 -0.27 -0.05 -0.18
C -1.44071 -1.41515 0.02936 -0.28 0.43 0.06 0.11
N -0.66655 -2.56580 -0.04916 -0.38 -0.43 -0.51 -0.62
C 0.45957 -3.00171 0.60150 -0.13 0.02 0.20 0.70
O 0.91317 -4.08340 0.29460 0.25 -0.14 0.02 -0.60
C 1.02830 -2.17351 1.73296 0.31 0.03 0.17 -0.52
C 1.87836 -1.00643 1.32000 0.04 0.12 0.45 -0.12
C 2.02977 0.14183 2.04845 -0.12 -0.49 -0.05 0.01
N 2.85640 1.00861 1.39803 0.12 0.28 0.18 -0.53
C 3.24106 0.45017 0.21526 0.08 -0.45 -0.35 0.20
C 4.05129 0.95206 -0.79628 0.04 0.10 -0.03 -0.27
C 4.27898 0.14787 -1.89123 0.05 0.15 0.01 -0.21
C 3.72303 -1.13194 -1.97869 -0.03 -0.17 -0.14 -0.24
C 2.91974 -1.63810 -0.98238 0.02 -0.01 -0.08 -0.19
C 2.66093 -0.84240 0.13495 0.15 0.44 0.05 -0.13
H -4.67761 -4.07286 -1.10965 -0.05 0.09 0.01 0.21
H -5.24551 -2.75282 -0.05895 0.04 0.01 -0.03 0.18
H -4.88687 -2.43660 -1.78177 0.02 -0.01 0.05 0.18
H -4.69395 -0.50564 -0.44304 -0.09 -0.05 -0.02 0.23
H -3.73970 1.70525 0.11119 -0.14 0.08 -0.01 0.24
H 0.97484 2.83078 -2.34864 -0.01 0.00 0.01 0.21
H 0.15062 1.30107 -1.96113 0.01 0.00 -0.04 0.19
H 1.23468 2.06227 -0.77148 0.18 -0.08 -0.16 0.23
H -2.11260 2.41927 -2.27134 0.01 0.01 -0.04 0.18
H -2.40703 3.86555 -1.26544 -0.13 0.08 -0.23 0.24
H -1.31490 3.96353 -2.66282 0.01 -0.02 0.02 0.21
H 0.11523 -0.01519 0.50475 0.12 -0.06 -0.04 0.25
H -1.07940 -3.28982 -0.62970 0.22 0.05 0.13 0.42
H 0.20708 -1.80556 2.35359 -0.01 -0.05 0.03 0.23
H 1.63368 -2.86604 2.32729 -0.22 -0.02 -0.10 0.25
H 1.58535 0.40990 2.98665 -0.13 0.08 0.15 0.22
H 3.01620 1.95921 1.68337 -0.03 -0.06 -0.06 0.42
H 4.48391 1.93891 -0.72180 0.07 0.10 -0.02 0.21
H 4.90279 0.50699 -2.69646 0.05 0.05 -0.05 0.21
H 3.93560 -1.73451 -2.84955 0.01 -0.06 -0.06 0.21
H 2.50902 -2.63251 -1.05623 -0.03 -0.12 -0.03 0.23

49
Properties=species:S:1:pos:R:3:forces:R:3:nbo_charge:R:1 method="wB97M-V/def2-TZVPD" relative_energy_kj_mol=321.7 smiles="COc1ccc(-c2nnc3ccc(SCC(=O)NC[C@H]4CCCO4)nn23)cc1" lumo_energy_ev=-0.40 homo_energy_ev=-8.3 total_energy_ha=-1634.28941
C -4.92444 -2.51764 0.79238 -0.20 -0.12 -0.13 -0.26
O -3.87796 -1.84702 1.45607 0.30 0.13 0.14 -0.51
C -2.60688 -2.02926 1.01809 0.22 0.07 0.05 0.39
C -2.23311 -2.87021 -0.02806 -0.36 -0.01 0.11 -0.33
C -0.90905 -2.94933 -0.41220 0.27 0.22 0.09 -0.14
C 0.06447 -2.18398 0.22408 -0.40 0.03 0.04 -0.14
C 1.43541 -2.25080 -0.23311 0.28 0.12 0.00 0.30
N 2.01149 -3.27467 -0.83432 -0.98 -0.24 0.31 -0.24
N 3.26769 -2.98020 -1.12544 1.25 0.21 -0.39 -0.25
C 3.50306 -1.75134 -0.71917 -0.59 -0.01 0.22 0.23
C 4.62759 -0.90422 -0.79292 -0.03 0.47 0.16 -0.14
C 4.49522 0.36320 -0.31863 0.21 -0.40 -0.22 -0.26
C 3.24419 0.77969 0.23010 -0.67 -0.44 0.14 0.06
S 3.12119 2.42524 0.79345 -0.04 0.29 0.14 0.32
C 1.45562 2.49174 1.53056 0.28 0.06 -0.19 -0.62
C 0.36539 2.82620 0.51367 0.31 -0.38 0.19 0.66
O -0.15175 3.92118 0.47157 -0.16 0.46 0.09 -0.62
N 0.05363 1.80275 -0.30014 -0.20 -0.33 -0.16 -0.63
C -0.97394 1.89223 -1.30692 -0.39 -0.07 -0.22 -0.26
C -2.19912 1.02235 -0.95445 0.43 0.06 0.31 0.09
C -2.97453 1.58364 0.23912 0.04 -0.14 -0.21 -0.44
C -3.89716 2.60352 -0.43095 0.08 -0.03 -0.11 -0.44
C -4.06936 2.04361 -1.85225 -0.33 0.20 -0.10 -0.07
O -3.12218 0.99645 -2.02207 0.09 -0.10 -0.13 -0.53
N 2.20143 0.00001 0.32898 0.05 0.74 0.27 -0.31
N 2.34796 -1.24213 -0.13407 0.84 -0.89 -0.55 -0.16
C -0.30824 -1.36478 1.29119 -0.08 -0.15 0.02 -0.17
C -1.62365 -1.29476 1.68742 -0.27 -0.10 -0.02 -0.28
H -5.83884 -2.20055 1.29115 0.04 -0.05 -0.07 0.20
H -4.97011 -2.23653 -0.26428 0.01 -0.02 0.03 0.18
H -4.82424 -3.60377 0.87915 0.01 0.04 -0.01 0.18
H -2.96546 -3.46260 -0.55216 -0.10 -0.04 -0.04 0.23
H -0.61127 -3.59866 -1.22000 0.00 -0.07 -0.11 0.24
H 5.53948 -1.27859 -1.22673 0.12 -0.01 -0.05 0.25
H 5.30230 1.07613 -0.34435 0.16 0.02 -0.04 0.24
H 1.50728 3.29429 2.26559 -0.05 -0.08 -0.06 0.26
H 1.27618 1.53429 2.01577 -0.04 0.02 0.09 0.25
H 0.51789 0.91240 -0.16060 -0.01 0.24 0.08 0.43
H -1.26558 2.94158 -1.38137 0.03 -0.07 -0.09 0.23
H -0.57842 1.56108 -2.27212 -0.06 0.07 0.04 0.20
H -1.86361 -0.00868 -0.79772 -0.03 0.08 0.03 0.19
H -3.55180 0.78957 0.71194 0.01 -0.05 0.05 0.21
H -2.31825 2.03656 0.97797 0.02 0.00 0.10 0.22
H -3.42148 3.58313 -0.45731 -0.03 0.03 0.02 0.21
H -4.85038 2.69842 0.08383 -0.02 0.06 0.02 0.22
H -5.06164 1.60862 -2.00814 0.06 0.09 -0.01 0.18
H -3.90612 2.81363 -2.61499 -0.06 -0.06 0.07 0.17
H 0.44010 -0.79808 1.82312 0.01 0.04 0.03 0.22
H -1.92370 -0.66914 2.51281 -0.05 0.09 0.10 0.23